Entry 1:
{
  "formula": "C6H13N",
  "method": "ωB97M-V with the def2-TZVPD basis set",
  "homo_lumo_gap_ev": 6.3,
  "molar_mass_da": 99.177,
  "energy_ha": -290.9368,
  "de_lowest_ev": 6.039,
  "largest_force_ev_per_a": 3.13,
  "lumo_energy_ev": -0.32,
  "elements": ["N", "C", "C", "C", "C", "C", "C", "H", "H", "H", "H", "H", "H", "H", "H", "H", "H", "H", "H", "H"],
  "xyz": [[-3.4596, 0.2102, -0.0051], [-1.1208, -0.3427, 0.3011], [0.1152, -0.2249, 1.0902], [-2.2023, 0.4155, 0.6174], [1.4008, -0.9848, 0.6509], [1.7557, -0.6907, -0.8483], [1.9227, 0.7892, -1.0124], [0.9196, -0.9710, -1.4959], [-0.1143, 0.1566, 2.0767], [0.2638, 1.5784, 0.0041], [-3.8099, 0.8035, -0.7356], [-1.2379, -1.1211, -0.4578], [2.7765, 1.2219, -0.4904], [-4.1878, -0.1807, 0.5676], [2.6251, -1.2494, -1.1947], [-2.1272, 1.0938, 1.4665], [2.2660, -0.6330, 1.2223], [1.8601, 1.0378, -2.0636], [0.9694, 1.1530, -0.4372], [1.3851, -2.0614, 0.7441]],
  "forces_ev_per_a": [[-0.1, -0.6, -0.2], [-1.2, 0.1, 1.0], [0.1, 0.9, -2.2], [0.3, -1.4, -0.4], [-0.4, 1.4, -0.1], [-0.7, 0.6, 0.3], [0.6, -0.5, -1.0], [0.0, -0.3, 0.1], [0.8, -0.1, 0.2], [-0.8, -1.4, 2.7], [0.2, 0.3, 0.2], [0.1, 0.4, 0.0], [0.0, 0.0, -0.1], [0.0, 0.2, 0.0], [0.1, -0.1, 0.4], [0.0, 0.3, -0.2], [-0.2, -0.1, 0.3], [0.1, 0.6, -0.1], [1.6, 0.2, -1.3], [-0.6, -0.3, 0.3]]
}



Entry 2:
{
  "formula": "C20H35N5",
  "method": "ωB97M-V with the def2-TZVPD basis set",
  "homo_lumo_gap_ev": 11.7,
  "molar_mass_da": 345.535,
  "energy_ha": -1056.7434,
  "de_lowest_ev": 1.990,
  "largest_force_ev_per_a": 3.71,
  "smiles": "CCCC#N.CCCC#N.CCCC#N.CCCC#N.CCCC#N",
  "lumo_energy_ev": 0.49,
  "elements": ["N", "N", "N", "N", "N", "C", "C", "C", "C", "C", "C", "C", "C", "C", "C", "C", "C", "C", "C", "C", "C", "C", "C", "C", "C", "H", "H", "H", "H", "H", "H", "H", "H", "H", "H", "H", "H", "H", "H", "H", "H", "H", "H", "H", "H", "H", "H", "H", "H", "H", "H", "H", "H", "H", "H", "H", "H", "H", "H", "H"],
  "xyz": [[-6.8269, 0.3637, 3.4179], [2.3269, 0.0896, 0.8582], [4.4924, -6.3201, 2.2282], [-2.9103, 0.8885, -2.1178], [3.3809, 3.1707, -3.1552], [5.9912, 2.7412, -3.4606], [2.9154, -3.1602, 3.2404], [1.3734, 2.0465, -0.4151], [-0.2281, 2.3805, 1.5343], [-5.7789, 0.6164, 3.8190], [-3.9235, -1.5183, -2.0232], [-3.2737, 0.1339, 3.6540], [-4.4425, 0.8391, 4.3677], [-0.0699, 2.2442, 0.0570], [4.5276, 2.9812, -3.2475], [-3.3077, 0.6143, 2.2049], [-5.9629, -2.9672, -2.4674], [6.4683, 2.3809, -4.8560], [2.5570, -4.5740, 2.6888], [3.6848, -5.5122, 2.4611], [5.5734, 3.0897, -5.9828], [1.7176, -2.3350, 3.4886], [-3.2933, -0.1875, -2.0344], [-5.3533, -1.5207, -2.6896], [1.9461, 0.9862, 0.3005], [0.1711, 1.4559, 1.9512], [-4.6409, 0.5619, 5.4030], [-3.9978, -1.5482, -0.9361], [-0.2432, 3.2406, -0.3494], [-5.9535, -0.6969, -2.3034], [-3.3762, 1.6883, 2.0317], [-5.4020, -3.6830, -3.0684], [0.9227, -2.8248, 4.0510], [1.9854, 2.9181, -0.1827], [-3.2856, -2.3337, -2.3642], [-4.3351, 1.9200, 4.4586], [-2.3361, 0.4739, 4.0938], [-0.7386, 1.5077, -0.3884], [1.4584, 1.9122, -1.4934], [-4.1428, 0.1225, 1.7061], [3.5474, -2.6137, 2.5403], [3.5300, -3.2139, 4.1390], [-5.3293, -1.4012, -3.7727], [5.3982, 2.3608, -6.7741], [5.9447, 3.9808, -6.4889], [0.4373, 3.1324, 1.9585], [-7.0321, -3.1125, -2.6220], [1.2791, -1.9977, 2.5494], [-5.7181, -3.2283, -1.4378], [-2.3849, 0.2915, 1.7228], [7.5084, 2.6970, -4.9357], [6.3785, 2.0966, -2.6715], [1.9271, -4.5866, 1.7993], [6.3760, 1.3284, -5.1238], [-1.2429, 2.5068, 1.9116], [6.4211, 3.6941, -3.1520], [1.9069, -5.0840, 3.3998], [-3.2127, -0.9148, 3.9448], [4.5932, 3.3936, -5.6154], [2.0023, -1.5155, 4.1485]],
  "forces_ev_per_a": [[0.2, 0.2, 0.1], [1.3, -2.8, 2.0], [-1.3, 1.6, 0.5], [0.3, 0.4, 0.3], [2.1, -0.3, 0.0], [-0.5, 0.8, 1.2], [1.0, -1.1, -0.7], [-0.3, 1.1, -0.2], [0.8, -1.1, 1.0], [-0.2, -0.5, -0.8], [-0.8, 1.2, 0.4], [0.0, 1.8, 0.9], [-0.7, 0.1, 1.1], [-0.1, 1.8, -1.1], [-1.2, -0.4, -0.3], [0.5, -1.7, -0.5], [1.0, 1.0, 0.7], [-1.4, 1.1, -1.7], [0.4, -0.3, 0.6], [0.9, -1.0, -0.6], [0.3, -0.4, 0.2], [-1.2, 0.6, 0.6], [-0.1, -0.5, -1.5], [0.1, -1.6, 0.0], [-0.2, 0.6, -1.3], [-0.3, -0.2, 0.5], [0.7, -0.4, 0.3], [-0.6, -1.1, 0.2], [-0.9, -0.1, -0.5], [0.0, -0.2, 0.2], [-0.2, 0.0, 0.6], [-0.1, 0.0, -0.2], [0.0, -0.5, 0.0], [-0.2, 0.3, 0.0], [0.1, 0.3, -0.1], [0.4, 0.1, -0.4], [0.0, 0.5, 0.2], [0.0, 0.1, 0.0], [-0.1, -0.1, 0.1], [0.0, 0.2, -0.3], [0.0, -0.2, -0.3], [-0.1, -0.5, 0.1], [0.5, 0.4, 0.0], [0.0, 0.0, 0.0], [0.6, 0.0, 0.4], [-0.2, 0.4, -0.1], [0.1, 0.4, -0.1], [0.0, 0.4, 0.1], [-0.4, -0.2, 0.2], [-0.1, 0.0, -0.3], [0.0, -0.2, -0.1], [-0.3, -0.5, -0.1], [0.3, 0.5, -0.3], [0.2, -0.1, 0.7], [0.1, 0.2, -0.3], [0.2, 0.3, -0.3], [0.1, 0.0, 0.4], [-0.6, -0.3, -1.0], [0.0, -0.3, 0.2], [-0.1, 0.4, -0.5]]
}



Entry 3:
{
  "formula": "C3H8F2N2",
  "method": "ωB97M-V with the def2-TZVPD basis set",
  "homo_lumo_gap_ev": 10.0,
  "molar_mass_da": 110.107,
  "energy_ha": -428.2961,
  "de_lowest_ev": 1.613,
  "largest_force_ev_per_a": 5.65,
  "lumo_energy_ev": 0.87,
  "elements": ["F", "F", "N", "N", "C", "C", "C", "H", "H", "H", "H", "H", "H", "H", "H"],
  "xyz": [[-1.1513, -0.3385, -1.5119], [-1.2735, -1.3223, 0.3502], [1.3110, -0.7417, 1.0820], [1.2648, -0.8108, -1.2278], [0.6742, -0.1967, -0.1270], [-1.5022, 1.1201, 0.2737], [-0.8305, -0.1152, -0.2644], [0.9111, -1.6272, 1.4164], [-1.4839, 1.0186, 1.4279], [1.5609, -0.0628, 1.9050], [-2.5628, 1.1730, 0.1689], [-0.9691, 1.9942, -0.1775], [0.8295, -0.6219, -2.0744], [2.2537, -0.6789, -1.2367], [0.9680, 1.2101, -0.0043]],
  "forces_ev_per_a": [[-0.8, 0.4, -2.7], [-0.4, 0.9, 0.4], [0.0, 1.4, 1.7], [0.4, -0.8, 1.0], [2.6, 4.7, 1.9], [0.8, -0.2, 2.3], [-0.3, -2.0, 2.2], [0.1, 0.7, -0.3], [0.8, 0.7, -1.7], [-1.2, -1.7, -2.5], [-0.7, -0.2, -1.0], [-0.7, -0.6, 0.9], [-0.6, 0.4, -1.7], [0.4, -0.1, 0.0], [-0.4, -3.6, -0.4]]
}



In order of appearance, HOMO = -6.61 -11.21 -9.10 eV.